Computed, not measured: a structure of composition C26H29F4N8OOsS, with ωB97M-V with the def2-TZVPD basis set.

Results
* Kohn-Sham gap (alpha / beta): 7.52 / 4.94 eV
* highest occupied orbital energy (alpha / beta): -16.3 / -16.7 eV
* 2S+1: 5
* total charge: +3
* LUMO energy (alpha / beta): -8.81 / -11.76 eV
* expectation value of S²: 6.038

Each line ends with the Mulliken charge.
Atoms and positions in Å:
Os: -0.3044 -0.4098 -0.6187  1.109
C: -3.1263 -0.3555 1.2296  -0.893
C: -1.9128 -1.0828 1.7681  -0.560
N: -1.1006 -1.8479 0.7459  0.363
C: -1.9717 -2.9399 0.1782  -0.607
C: -1.2407 -4.0032 -0.6208  -1.508
C: 0.0681 -2.4457 1.5051  -0.941
C: 1.3255 -2.3750 0.6582  -0.809
N: 1.3701 -1.0194 0.0745  0.646
C: 2.6172 -0.3893 -0.0320  -0.890
C: 3.1442 -0.0040 -1.2620  0.563
F: 2.4758 -0.3037 -2.3829  -0.360
C: 4.3466 0.6819 -1.3437  0.266
F: 4.7893 1.0419 -2.5427  -0.315
C: 5.0700 0.9948 -0.2091  -0.539
C: 4.5601 0.6112 1.0189  0.326
F: 5.2047 0.9177 2.1402  -0.332
C: 3.3577 -0.0681 1.1080  0.511
F: 2.8607 -0.3876 2.3132  -0.407
H: -3.5899 0.1891 2.0521  0.515
H: -3.8783 -1.0260 0.8176  0.377
H: -2.8392 0.3791 0.4739  -0.192
H: -2.2126 -1.8048 2.5326  0.637
H: -1.2309 -0.3690 2.2297  0.028
H: -2.7272 -2.4493 -0.4338  0.268
H: -2.4860 -3.4023 1.0255  0.522
H: -0.6617 -3.5927 -1.4457  0.318
H: -1.9828 -4.6849 -1.0364  0.462
H: -0.5822 -4.6084 -0.0001  0.368
H: -0.1866 -3.4535 1.8279  0.434
H: 0.2251 -1.8338 2.3904  0.645
H: 1.3128 -3.1106 -0.1494  0.289
H: 2.2080 -2.5655 1.2680  0.609
H: 6.0193 1.5091 -0.2800  0.570
N: 2.2455 3.2774 1.4275  0.167
C: 2.1423 3.0275 2.7797  0.607
C: 2.7980 3.5221 3.8721  -1.143
C: 2.4000 2.9900 5.1092  -0.414
C: 1.3838 2.0000 5.2447  -0.761
C: 0.7358 1.5124 4.1556  -0.582
C: 1.1142 2.0303 2.8794  0.884
N: 0.6483 1.7183 1.6615  -0.201
C: 1.3541 2.4774 0.8031  0.532
C: 1.1881 2.4581 -0.6341  -0.850
C: 1.7441 3.3674 -1.4909  -0.239
S: 1.2618 3.0756 -3.0892  -0.027
C: 0.3500 1.7509 -2.5609  -0.159
N: 0.3934 1.5095 -1.2690  0.282
H: 2.8687 3.9471 1.0027  0.278
H: 3.5753 4.2718 3.8169  0.505
H: 2.8881 3.3467 6.0078  0.457
H: 1.1494 1.6494 6.2400  0.490
H: -0.0342 0.7580 4.2213  0.512
H: 2.3775 4.2103 -1.2627  0.406
H: -0.1886 1.1247 -3.2538  0.451
C: -4.8258 -0.7538 -4.4179  -1.103
N: -3.5682 -0.7723 -3.6726  0.020
C: -2.4146 -1.5909 -4.0158  -0.506
C: -1.4840 -1.2228 -2.8969  0.204
O: -0.3390 -1.6226 -2.6513  -0.722
N: -2.0651 -0.3187 -2.0658  0.388
C: -3.3194 -0.0905 -2.5602  -0.147
N: -4.1898 0.7281 -1.9938  -0.286
H: -4.6993 -1.3424 -5.3219  0.405
H: -5.0794 0.2646 -4.7127  0.400
H: -5.6318 -1.1926 -3.8293  0.380
H: -1.9957 -1.3321 -4.9908  0.414
H: -2.6466 -2.6585 -4.0058  0.426
H: -3.9480 1.2156 -1.1489  0.225
H: -5.1103 0.8718 -2.3778  0.234

Cartesian forces (eV/Å) of the 2 atoms listed first:
-0.32 0.28 0.24
-0.02 0.01 0.01

Computed, not measured: a cluster of 2 separate species, C26H29F4NO8S in total in a non-equilibrium geometry, with ωB97M-V with the def2-TZVPD basis set.

Results
* Kohn-Sham gap: 3.15 eV
* highest occupied orbital energy: 0.2 eV
* total charge: -2
* LUMO energy: 3.37 eV

Each line ends with the Mulliken charge.
Atoms and positions in Å:
C: -3.8628 2.3956 -4.4083  -1.088
C: -3.3352 0.9723 -3.8359  0.570
O: -2.5535 0.3020 -4.8717  -0.438
C: -2.8705 -1.1173 -4.9233  -0.783
C: -2.2645 -1.8984 -3.6570  -0.118
O: -3.2106 -2.0070 -2.5346  -0.535
C: -2.3637 -1.9276 -1.3562  -0.171
C: -2.2731 -0.5542 -0.6377  -0.561
C: -1.3359 -0.4641 0.5857  0.295
C: -0.4936 -1.6802 1.1356  0.489
C: -0.5858 -3.0476 0.4221  -0.498
C: -1.5359 -3.1196 -0.8222  0.759
C: -1.6145 -4.5275 -1.6111  -0.820
C: -0.1373 -4.7177 -2.2712  -0.279
F: -0.1713 -5.3898 -3.5490  -0.348
C: 0.4491 -1.3854 2.4075  -0.182
O: 0.5593 -2.1766 3.3683  -0.426
C: 1.1987 0.0455 2.3504  0.039
C: 2.6630 0.2758 2.7774  -0.520
C: 3.2821 1.7168 2.6226  0.336
C: 4.8322 1.8343 3.0810  -0.690
C: 5.6662 0.8307 2.1414  -0.929
C: 5.9903 -0.5935 2.7859  0.913
F: 5.4785 -1.6563 1.9786  -0.252
F: 5.5642 -0.7625 4.1209  -0.237
F: 7.4239 -0.7638 2.8005  -0.315
C: 2.4669 2.9072 2.0389  0.361
C: 3.1496 4.3514 1.8545  -1.543
C: 0.9611 2.6824 1.6290  0.321
C: 0.0623 3.8572 1.0281  -0.822
C: -0.4183 3.5963 -0.4891  -0.098
N: -1.6836 4.3366 -0.8387  -0.782
C: 0.3657 1.2582 1.7883  0.028
C: -1.1555 0.9406 1.3535  0.174
O: -2.1183 1.7234 1.5569  -0.561
H: -3.1413 2.8139 -5.1934  0.268
H: -4.8963 2.2283 -4.8905  0.282
H: -3.9119 3.1916 -3.5728  0.261
H: -2.5944 1.2131 -2.9808  -0.304
H: -4.1880 0.2889 -3.4968  0.303
H: -2.3066 -1.5203 -5.8485  0.286
H: -3.9792 -1.3251 -5.1147  0.317
H: -1.8136 -2.9207 -3.9526  0.208
H: -1.3678 -1.2679 -3.2879  0.344
H: -2.8527 0.3662 -0.9652  0.611
H: 0.0344 -3.9442 0.7811  0.346
H: -1.9129 -5.3937 -0.9348  0.427
H: -2.3556 -4.3462 -2.4738  0.213
H: 0.2308 -3.6422 -2.4842  0.272
H: 0.6150 -5.1572 -1.5289  0.280
H: 3.2465 -0.6091 3.1882  0.406
H: 5.2576 2.8902 2.8773  0.187
H: 4.9535 1.6605 4.1998  0.412
H: 4.9997 0.6235 1.2197  0.420
H: 6.6339 1.2742 1.7225  0.366
H: 2.9417 5.0722 2.7130  0.226
H: 4.2837 4.2476 1.6749  0.361
H: 2.7427 4.8442 0.8913  0.358
H: -0.8267 4.0064 1.7262  0.341
H: 0.6604 4.8423 1.0013  0.362
H: -0.5817 2.4950 -0.7432  0.049
H: 0.3994 4.0057 -1.1796  0.377
H: -2.4930 3.9523 -0.3290  0.342
H: -1.8711 4.1378 -1.8413  0.245
O: -1.8916 -3.1857 5.2445  -0.768
S: -2.4079 -4.0549 4.1627  1.056
O: -3.8210 -4.3975 4.4347  -0.776
O: -1.6010 -5.2937 4.0939  -0.811
O: -2.3141 -3.3325 2.8656  -0.555

Cartesian forces (eV/Å) of the 2 atoms listed first:
-0.07 -0.47 0.10
0.65 1.32 0.06

Computed, not measured: an isolated molecule of C26H29N3O4S, with ωB97M-V with the def2-TZVPD basis set.

Results
* Kohn-Sham gap: 8.80 eV
* highest occupied orbital energy: -8.3 eV
* SMILES string: COc1ccc(N(C(=O)Cc2cccs2)[C@@H](C(=O)NC2CCCC2)c2ccncc2)cc1OC
* relative energy (zero: lowest compared OMol25 entry of this formula, charge and spin): 31.6 kcal per mole
* total charge: 0
* LUMO energy: 0.51 eV

Each line ends with the Mulliken charge.
Atoms and positions in Å:
C: -5.3695 -3.2094 0.9111  -0.971
O: -5.0458 -1.8638 1.1614  -0.459
C: -3.7923 -1.4346 0.8663  1.124
C: -2.7931 -2.2087 0.3037  -0.963
C: -1.5479 -1.6648 0.0184  -0.926
C: -1.3023 -0.3360 0.2949  -2.361
N: -0.0377 0.2443 0.0014  1.437
C: 0.3978 0.4546 -1.2574  0.761
O: 1.5343 0.8241 -1.5110  -0.711
C: -0.6030 0.2127 -2.3855  -1.475
C: -1.9538 0.8023 -2.1749  0.628
C: -3.1647 0.1904 -2.2726  -0.619
C: -4.2519 1.0586 -2.0253  -0.508
C: -3.8544 2.3247 -1.7529  -0.562
S: -2.1410 2.4850 -1.7963  -0.207
C: 0.8251 0.4965 1.1570  1.134
C: 1.8326 -0.6672 1.3326  -0.830
O: 1.7256 -1.4576 2.2487  -0.737
N: 2.7833 -0.6983 0.3942  0.043
C: 3.8088 -1.7144 0.3247  -0.175
C: 5.2033 -1.0674 0.2620  -0.906
C: 5.5502 -1.0549 -1.2237  -0.569
C: 5.0182 -2.4029 -1.7001  -0.673
C: 3.6770 -2.5397 -0.9751  -0.665
C: 1.4910 1.8504 1.1196  0.634
C: 0.8935 2.9432 0.5030  -0.368
C: 1.5465 4.1647 0.5340  -0.579
N: 2.7069 4.3592 1.1347  -0.655
C: 3.2652 3.3255 1.7397  -0.663
C: 2.7056 2.0585 1.7654  -0.418
C: -2.2806 0.4481 0.9057  0.547
C: -3.5276 -0.0788 1.1788  0.685
O: -4.5587 0.6068 1.7320  -0.473
C: -4.3678 1.9663 2.0389  -0.765
H: -4.7333 -3.8906 1.4853  0.367
H: -5.2928 -3.4514 -0.1542  0.365
H: -6.4032 -3.3262 1.2323  0.249
H: -2.9676 -3.2483 0.0796  0.417
H: -0.7752 -2.2816 -0.4133  0.621
H: -0.7062 -0.8646 -2.5356  0.305
H: -0.1397 0.6357 -3.2829  0.504
H: -3.2787 -0.8532 -2.5044  0.471
H: -5.2805 0.7476 -2.0473  0.440
H: -4.4557 3.1858 -1.5383  0.601
H: 0.1731 0.4586 2.0391  0.732
H: 2.7402 -0.0190 -0.3615  0.308
H: 3.6849 -2.3311 1.2184  0.661
H: 5.1994 -0.0722 0.7042  0.305
H: 5.9193 -1.6846 0.8056  0.362
H: 6.6171 -0.9351 -1.4041  0.400
H: 5.0190 -0.2449 -1.7258  0.241
H: 4.9077 -2.4535 -2.7821  0.378
H: 5.6975 -3.1972 -1.3866  0.284
H: 3.4247 -3.5788 -0.7708  0.342
H: 2.8791 -2.1118 -1.5844  0.134
H: -0.0541 2.8512 -0.0050  0.025
H: 1.1154 5.0334 0.0539  0.398
H: 4.2107 3.5238 2.2275  0.404
H: 3.2001 1.2513 2.2833  0.495
H: -2.0509 1.4763 1.1349  0.615
H: -5.3185 2.3118 2.4408  0.254
H: -3.5859 2.1041 2.7929  0.349
H: -4.1188 2.5473 1.1449  0.220

Cartesian forces (eV/Å) of the 2 atoms listed first:
-0.04 -0.23 -0.04
0.19 0.35 0.04